Below is C4H9NO2 as an isolated structure, with properties calculated with ωB97M-V/def2-TZVPD.

Last column: Mulliken charge in e.
CARTESIAN COORDINATES (ANGSTROEM)
C -2.3911 0.2064 -0.3447  -1.2991
C -0.8840 0.4528 -0.3785  -0.1783
C -0.1963 -0.2021 0.8095  -0.4578
O 1.2157 0.0459 0.8465  -0.4190
C 2.0440 -0.6468 -0.3425  0.4686
O 1.9593 -1.8238 -0.5091  -0.5138
N 2.5344 0.4913 -0.7489  -0.6048
H -2.8384 0.6142 0.5694  0.3344
H -2.8834 0.6821 -1.1984  0.3496
H -2.6173 -0.8656 -0.3801  0.3390
H -0.4594 0.0567 -1.3092  0.2867
H -0.6772 1.5312 -0.3648  0.2795
H -0.5988 0.1683 1.7579  0.3159
H -0.3082 -1.2929 0.7823  0.3352
H 3.2207 0.4963 -1.4921  0.2163
H 1.7171 0.9255 0.2569  0.5474

orbital gap	11.07	eV
E_LUMO	0.9559	eV
E_HOMO	-10.11	eV
energy relative to the best compared isomer or geometry (same formula, charge and spin)	245.3	kJ/mol
electronic energy	-362.9921	hartree